No. 1
The following is a DFT calculation (ωB97M-V/def2-TZVPD) of C25H47AlCl5CsN2O16PS as an isolated structure.

Last column: Löwdin charge in e.
Geometry (Å):
1 C 0.47 -3.07 0.90  -0.702
2 C 0.35 -2.01 -0.36  -0.826
3 P 1.25 -2.80 -1.86  0.942
4 C 0.15 -2.46 -3.34  -0.291
5 C 2.98 -2.10 -2.25  -0.436
6 C 3.04 -0.97 -3.36  -0.294
7 C 2.41 0.40 -3.19  -0.246
8 C 3.27 1.44 -4.00  -0.196
9 C 4.34 2.15 -3.14  -0.204
10 C 4.19 3.71 -3.17  -0.159
11 C 3.06 4.04 -2.16  -0.214
12 O 2.33 5.22 -2.53  -0.207
13 C 0.94 4.88 -2.47  -0.144
14 C 3.46 -1.57 -0.86  -0.330
15 S 5.25 -1.39 -1.00  0.722
16 O 5.68 -0.07 -1.36  -0.312
17 O 5.61 -2.34 -2.05  -0.657
18 H -0.59 -3.33 1.30  -0.123
19 H 1.11 -2.64 1.78  0.046
20 H 0.91 -4.06 0.58  0.060
21 H 0.67 -0.90 -0.09  -0.317
22 H -0.78 -1.98 -0.63  0.013
23 H 0.49 -3.06 -4.19  0.025
24 H -0.83 -2.87 -3.06  0.023
25 H 0.05 -1.40 -3.57  0.025
26 H 2.59 -1.42 -4.26  0.089
27 H 4.10 -0.79 -3.62  0.047
28 H 1.40 0.51 -3.61  0.091
29 H 2.38 0.79 -2.18  -0.004
30 H 3.78 0.94 -4.84  0.098
31 H 2.60 2.19 -4.43  0.064
32 H 5.36 1.94 -3.45  0.099
33 H 4.22 1.87 -2.09  0.094
34 H 5.10 4.20 -2.82  0.102
35 H 3.97 4.08 -4.17  0.066
36 H 3.53 4.14 -1.18  0.128
37 H 2.42 3.16 -2.13  0.097
38 H 0.72 4.37 -1.52  0.091
39 H 0.40 5.82 -2.53  0.083
40 H 0.68 4.20 -3.29  0.022
41 H 3.22 -2.37 -0.15  0.080
42 H 2.94 -0.67 -0.51  0.067
43 H 5.86 -1.79 0.17  0.090
44 Al 5.86 -3.05 -4.12  0.867
45 N 3.21 2.52 2.10  -0.620
46 O 2.41 2.29 1.18  -0.097
47 O 2.97 2.09 3.26  -0.114
48 O 4.24 3.19 1.89  -0.073
49 C 1.60 5.12 -6.63  -2.007
50 Cl 0.17 4.62 -5.72  0.561
51 Cl 1.10 5.70 -8.23  0.588
52 Cl 2.44 6.41 -5.76  0.550
53 Cl 2.69 3.74 -6.84  0.545
54 C 2.42 0.75 5.80  -0.030
55 C 0.94 0.66 6.09  -0.301
56 C 0.61 0.08 7.44  -0.086
57 O -0.67 -0.54 7.20  0.064
58 C -0.71 -0.85 5.88  -0.582
59 O -1.52 -1.55 5.37  0.115
60 O 0.29 -0.27 5.21  0.088
61 H 2.84 -0.24 5.62  0.101
62 H 2.59 1.33 4.89  0.035
63 H 2.95 1.22 6.61  0.054
64 H 0.47 1.64 5.95  0.166
65 H 0.53 0.85 8.21  0.138
66 H 1.32 -0.68 7.77  0.138
67 Cl 0.62 0.53 -0.67  0.162
68 C 0.60 7.00 -11.40  -0.929
69 O 0.22 8.17 -11.39  0.160
70 O 1.57 6.55 -12.08  0.197
71 O 0.07 6.06 -10.72  0.097
72 O -8.07 -3.08 4.38  0.108
73 C -6.99 -2.66 4.63  -0.490
74 O -6.73 -1.35 4.81  0.032
75 C -5.31 -1.15 4.99  -0.145
76 C -4.78 -2.50 5.44  -0.155
77 C -5.71 -3.47 4.74  -0.069
78 H -4.88 -0.84 4.04  0.128
79 H -5.13 -0.38 5.73  0.128
80 H -3.72 -2.64 5.21  0.099
81 H -4.90 -2.59 6.52  0.124
82 H -5.36 -3.72 3.73  0.127
83 H -5.87 -4.38 5.32  0.126
84 Cs -0.90 -1.58 1.64  1.564
85 O 4.34 2.63 6.63  -0.061
86 H 4.59 3.04 5.79  0.060
87 H 5.14 2.69 7.17  0.039
88 C -7.49 -5.69 -0.80  -0.014
89 C -6.67 -4.64 -0.09  -0.560
90 O -5.48 -4.49 -0.32  0.025
91 N -7.32 -3.86 0.81  0.015
92 C -8.72 -3.90 1.20  -0.069
93 H -6.85 -6.24 -1.49  0.081
94 H -7.90 -6.40 -0.08  0.083
95 H -8.29 -5.23 -1.37  0.083
96 H -6.72 -3.17 1.25  0.131
97 H -9.17 -2.93 0.98  0.088
98 H -8.79 -4.09 2.27  0.064
99 H -9.26 -4.67 0.66  0.071

Output
**Net charge**: -1

---

No. 2
The following is a DFT calculation (ωB97M-V/def2-TZVPD) of C25H47BrCl26Nb as an isolated structure.

Last column: Löwdin charge in e.
Geometry (Å):
1 C 4.22 -1.19 3.33  -0.194
2 C 2.88 -1.95 3.33  -0.463
3 C 1.61 -1.06 3.35  -0.824
4 Br 0.18 -2.18 4.24  0.419
5 Nb 1.84 0.94 4.53  1.221
6 C 0.49 1.87 2.95  -0.422
7 C -0.98 1.71 3.38  -0.312
8 C -1.99 1.46 2.21  -0.170
9 C -2.99 0.40 2.61  -0.266
10 C -3.73 0.61 3.78  -0.053
11 C -4.64 -0.32 4.24  -0.085
12 C -4.82 -1.50 3.51  -0.109
13 C -4.10 -1.71 2.35  -0.103
14 C -3.18 -0.77 1.89  -0.170
15 H 4.24 -0.33 2.67  0.028
16 H 4.99 -1.88 2.96  0.057
17 H 4.51 -0.93 4.35  0.020
18 H 2.89 -2.53 2.40  -0.007
19 H 2.89 -2.65 4.15  0.067
20 H 1.23 -0.90 2.35  -0.005
21 H 0.44 0.48 5.62  -0.142
22 H 2.95 0.09 5.76  -0.150
23 H 3.30 1.55 3.58  -0.130
24 H 1.87 2.49 5.48  -0.197
25 H 0.67 1.46 1.95  0.013
26 H 0.76 2.93 2.86  -0.017
27 H -1.31 2.56 3.97  0.070
28 H -1.05 0.84 4.03  0.027
29 H -2.57 2.38 2.12  0.055
30 H -1.48 1.20 1.29  0.084
31 H -3.57 1.51 4.36  0.106
32 H -5.19 -0.11 5.14  0.094
33 H -5.51 -2.23 3.89  0.091
34 H -4.22 -2.64 1.81  0.097
35 H -2.60 -0.94 1.00  0.072
36 C -2.35 4.00 -1.46  -1.006
37 Cl -2.37 4.70 0.16  0.504
38 Cl -1.28 2.60 -1.56  0.504
39 H -3.36 3.70 -1.72  0.004
40 H -2.00 4.76 -2.15  0.020
41 C 1.57 5.27 0.75  -1.074
42 Cl 1.60 6.10 2.31  0.482
43 Cl 2.51 3.78 0.76  0.530
44 H 0.54 5.02 0.52  -0.035
45 H 1.97 5.94 -0.01  -0.015
46 C -4.75 0.11 -1.98  -0.975
47 Cl -3.93 1.04 -3.26  0.495
48 Cl -4.14 0.48 -0.37  0.649
49 H -5.81 0.34 -2.02  0.016
50 H -4.59 -0.94 -2.18  0.027
51 C 1.88 -4.74 -0.33  -1.007
52 Cl 1.54 -4.13 1.28  0.595
53 Cl 3.63 -4.78 -0.67  0.503
54 H 1.50 -5.75 -0.41  0.020
55 H 1.41 -4.10 -1.06  0.024
56 C -0.23 8.48 -1.45  -1.004
57 Cl -0.36 7.76 0.16  0.542
58 Cl 1.09 7.77 -2.38  0.509
59 H -1.16 8.30 -1.98  0.022
60 H -0.06 9.54 -1.34  0.022
61 C -4.35 4.86 3.93  -0.994
62 Cl -5.19 4.01 2.62  0.511
63 Cl -2.68 5.23 3.51  0.530
64 H -4.87 5.78 4.14  0.021
65 H -4.35 4.22 4.81  0.024
66 C -8.54 3.04 1.39  -1.032
67 Cl -9.54 4.26 0.58  0.482
68 Cl -7.19 2.52 0.38  0.497
69 H -8.14 3.47 2.30  0.002
70 H -9.16 2.18 1.62  0.012
71 C 6.39 -5.35 -3.06  -1.036
72 Cl 7.08 -4.66 -4.54  0.498
73 Cl 7.12 -4.68 -1.61  0.507
74 H 5.32 -5.14 -3.05  -0.009
75 H 6.55 -6.42 -3.07  0.025
76 C 3.36 4.29 7.93  -1.041
77 Cl 1.69 3.75 7.81  0.467
78 Cl 4.02 4.82 6.38  0.472
79 H 3.41 5.12 8.63  0.011
80 H 3.97 3.47 8.30  0.021
81 C 8.44 -5.82 -7.96  -1.015
82 Cl 6.75 -6.34 -8.00  0.528
83 Cl 9.05 -5.39 -9.56  0.521
84 H 8.52 -4.95 -7.32  0.006
85 H 9.04 -6.63 -7.56  0.029
86 C 8.80 -7.22 -13.02  -1.031
87 Cl 7.11 -7.73 -13.06  0.490
88 Cl 9.41 -6.81 -14.63  0.500
89 H 8.88 -6.35 -12.38  -0.014
90 H 9.40 -8.03 -12.62  0.027
91 C 5.35 -9.58 -8.72  -1.041
92 Cl 3.66 -10.12 -8.77  0.502
93 Cl 5.94 -9.12 -10.32  0.472
94 H 5.42 -8.73 -8.06  -0.031
95 H 5.96 -10.40 -8.35  0.025
96 C -13.44 3.03 0.75  -1.036
97 Cl -15.15 2.68 1.05  0.498
98 Cl -12.41 2.46 2.07  0.499
99 H -13.14 2.54 -0.16  0.025
100 H -13.32 4.11 0.67  0.023

Output
**Net charge**: -1

---

No. 3
The following is a DFT calculation (ωB97M-V/def2-TZVPD) of C25H47ClINO3Si2Sr as an isolated structure.

Last column: Löwdin charge in e.
Geometry (Å):
1 O -1.09 -1.44 -1.44  -0.345
2 O 1.08 0.75 -3.49  -0.130
3 C -0.28 -2.52 -2.01  -0.262
4 C -0.79 -3.89 -1.70  -0.061
5 H 0.74 -2.36 -1.66  0.097
6 H -0.23 -2.37 -3.10  0.090
7 H -0.87 -4.07 -0.63  0.080
8 H -0.13 -4.65 -2.14  0.084
9 H -1.77 -4.05 -2.15  0.080
10 C -2.12 -0.89 -2.33  -0.214
11 C -1.95 -1.20 -3.80  -0.082
12 H -2.07 0.20 -2.17  0.094
13 H -3.09 -1.23 -1.94  0.099
14 H -1.06 -0.70 -4.19  0.061
15 H -2.81 -0.81 -4.36  0.092
16 H -1.91 -2.27 -4.00  0.080
17 C 0.27 2.11 -3.30  -0.080
18 C 2.35 0.43 -4.43  -0.069
19 C -0.70 2.37 -4.42  -0.059
20 H 1.05 2.86 -3.18  0.130
21 H -0.27 1.96 -2.36  0.121
22 H -0.25 2.38 -5.42  0.075
23 H -1.10 3.38 -4.26  0.100
24 H -1.56 1.69 -4.39  0.077
25 C 2.09 0.75 -5.87  -0.074
26 H 2.49 -0.63 -4.27  0.129
27 H 3.16 0.99 -3.97  0.127
28 H 1.29 0.15 -6.31  0.093
29 H 3.02 0.50 -6.39  0.097
30 H 1.92 1.82 -6.04  0.079
31 H 1.45 0.51 -2.56  0.050
32 Sr -0.40 -0.37 0.78  1.351
33 C 2.20 0.11 -0.87  -0.315
34 Si 3.70 0.40 0.17  0.365
35 H 2.18 -0.77 -1.52  -0.051
36 H 2.10 1.15 -1.23  -0.071
37 C 5.14 -0.46 -0.67  -0.209
38 C 3.67 -0.17 1.96  -0.177
39 C 3.77 2.29 0.11  -0.198
40 C -2.51 -1.77 1.03  -0.439
41 Si -3.74 -0.36 0.98  0.347
42 H -2.54 -2.37 1.96  -0.065
43 H -2.60 -2.52 0.22  -0.047
44 C -5.16 -0.83 -0.17  -0.203
45 C -3.06 1.31 0.36  -0.210
46 C -4.32 -0.04 2.74  -0.192
47 H 3.15 2.70 -0.69  0.011
48 H 4.81 2.61 -0.07  0.025
49 H 3.42 2.71 1.06  -0.091
50 H 5.08 -1.54 -0.46  0.028
51 H 6.10 -0.08 -0.31  0.023
52 H 5.09 -0.32 -1.76  0.011
53 H 3.04 -1.07 2.07  0.030
54 H 3.29 0.62 2.62  -0.002
55 H 4.70 -0.42 2.26  0.030
56 H -3.87 1.80 -0.22  0.038
57 H -2.19 1.29 -0.33  -0.025
58 H -2.83 1.98 1.20  0.042
59 H -5.13 0.70 2.78  0.027
60 H -3.50 0.32 3.37  0.023
61 H -4.69 -0.98 3.18  0.033
62 H -6.07 -0.26 0.05  0.024
63 H -5.38 -1.90 -0.03  0.032
64 H -4.92 -0.67 -1.23  0.006
65 Cl 1.15 1.14 8.22  0.677
66 C 1.03 1.21 6.52  -0.655
67 C 1.77 2.17 5.83  -0.206
68 C 1.68 2.28 4.44  -0.646
69 I 2.89 3.73 3.54  0.946
70 C 0.84 1.40 3.66  -0.452
71 O 0.75 1.45 2.39  -0.236
72 C 0.11 0.36 4.41  -0.147
73 N -0.58 -0.56 3.69  0.068
74 C -1.29 -1.50 4.33  -0.145
75 C -1.34 -1.59 5.72  -0.052
76 C -0.58 -0.72 6.47  -0.030
77 C 0.17 0.29 5.84  -0.176
78 H 2.42 2.83 6.39  0.080
79 H -1.84 -2.20 3.71  0.076
80 H -1.97 -2.35 6.17  0.103
81 H -0.56 -0.79 7.55  0.085

Output
**Net charge**: 0

---

So what do the calculations give for total energy? Going down the list: -5596.58034; -15576.46254; -2628.73964 Eh.
So what do the calculations give for max |F|? Going down the list: 17.615; 1.687; 2.133 eV Å⁻¹.
So what do the calculations give for gap between HOMO and LUMO? Going down the list: 1.093; 5.899; 5.914 eV.